C4H6N2 | wB97M-V/def2-TZVPD

Geometry (Å):
H (0.2136, 0.2517, 0.0983)
H (-0.4574, -2.6053, -0.2554)
H (1.0101, -1.7022, 0.2466)
H (-1.7609, 2.3012, 0.1078)
C (-1.4850, 0.4370, 0.3553)
H (0.4859, -1.8368, -1.4248)
H (0.5997, 1.6759, -0.1631)
N (-1.9288, 1.5234, 0.7822)
C (-0.5132, -0.3149, -0.1521)
C (2.3776, 0.7785, 0.5362)
C (0.1329, -1.7013, -0.3494)
N (1.3255, 1.1929, 0.2184)

Calculated values
E_HOMO (eV): -8.94
Spin multiplicity: 1
LUMO (eV): 0.321
Energy above the lowest of the compared OMol25 structures with the same formula, charge and spin (kcal per mole): 142.5
Strongest force on any atom (eV Å⁻¹): 7.93